No. 1
Density functional theory data (wB97M-V/def2-TZVPD) for a molecular structure, C2H3Cl3O2Pd at a distorted geometry.

Geometry as ORCA input:
```
! wB97M-V def2-TZVPD RIJCOSX def2/J DEFGRID3
* xyz -3 4
Pd 9.012 2.839 -37.192
C 6.370 5.836 -38.487
C 7.215 4.896 -37.691
O 6.907 3.722 -37.560
O 8.396 5.189 -37.387
H 6.653 5.891 -39.539
H 6.538 6.828 -38.067
H 5.306 5.715 -38.286
Cl 11.478 3.405 -37.191
Cl 8.373 1.841 -34.902
Cl 8.519 1.355 -39.199
*
```

Values from the calculation:
E_HOMO (spin up / spin down) (eV): 6.08 / 0.82
⟨S²⟩: 3.7556


No. 2
Density functional theory data (wB97M-V/def2-TZVPD) for a molecular structure, C36H28Cl4HfN4O5SSi.

Geometry as ORCA input:
```
! wB97M-V def2-TZVPD RIJCOSX def2/J DEFGRID3
* xyz 0 1
Hf 0.080 -0.721 -0.083
Cl -5.018 4.481 1.577
C -3.719 3.330 1.481
C -3.419 2.541 2.595
C -2.382 1.637 2.558
C -1.629 1.470 1.384
O -0.619 0.655 1.337
C -1.969 2.246 0.249
C -1.256 2.116 -0.980
N -0.397 1.193 -1.289
C 0.241 1.277 -2.549
C -0.267 1.860 -3.679
C 0.496 1.910 -4.862
C 1.754 1.382 -4.910
C 2.290 0.737 -3.772
C 3.568 0.135 -3.752
C 3.987 -0.507 -2.624
C 3.120 -0.580 -1.521
N 1.928 -0.023 -1.490
C 1.515 0.656 -2.602
C -3.005 3.192 0.320
H -4.012 2.655 3.493
H -2.137 1.030 3.420
H -1.461 2.896 -1.714
H -1.270 2.266 -3.689
H 0.065 2.375 -5.739
H 2.344 1.425 -5.816
H 4.190 0.181 -4.637
H 4.951 -0.989 -2.565
H 3.437 -1.120 -0.641
H -3.252 3.797 -0.544
O 5.037 -3.055 2.743
C 4.882 -1.842 3.247
O 5.633 -1.382 4.067
C 3.754 -1.029 2.704
C 3.494 0.298 3.015
Cl 4.318 1.383 4.016
N 2.405 0.691 2.317
N 1.931 -0.324 1.579
C 2.728 -1.357 1.801
C 2.393 -2.578 0.991
O 3.104 -3.572 1.027
O 1.351 -2.407 0.265
C 1.771 1.973 2.287
C 1.763 2.675 1.094
C 1.086 3.883 1.033
C 0.442 4.377 2.160
C 0.473 3.666 3.350
C 1.137 2.450 3.419
H 4.377 -3.278 2.033
H 2.261 2.264 0.224
H 1.063 4.439 0.105
H -0.091 5.317 2.107
H -0.035 4.049 4.225
H 1.150 1.870 4.333
Cl -0.845 -2.450 2.068
C -2.590 -2.277 2.129
C -3.238 -2.818 3.223
C -4.616 -2.720 3.304
C -5.313 -2.077 2.292
C -4.636 -1.545 1.210
Cl -5.568 -0.741 -0.011
C -3.237 -1.624 1.074
S -2.451 -1.000 -0.345
H -2.661 -3.313 3.992
H -5.144 -3.139 4.149
H -6.389 -1.980 2.330
C -1.658 -1.597 -3.717
Si -0.521 -2.259 -2.346
C -1.230 -3.918 -1.753
C 1.072 -2.762 -3.286
H -1.836 -2.375 -4.465
H -1.191 -0.753 -4.232
H -2.626 -1.271 -3.332
H -1.320 -4.600 -2.604
H -2.216 -3.801 -1.301
H -0.568 -4.385 -1.020
H 0.863 -3.531 -4.037
H 1.822 -3.167 -2.602
H 1.514 -1.913 -3.815
*
```

Values from the calculation:
ΔE to the lowest compared entry with this formula, charge and spin (kcal/mol): 0.0
E_HOMO (eV): -6.89


No. 3
Density functional theory data (wB97M-V/def2-TZVPD) for C3H5B in the gas phase at a distorted geometry.

Geometry as ORCA input:
```
! wB97M-V def2-TZVPD RIJCOSX def2/J DEFGRID3
* xyz 0 1
C 1.217 -0.339 -0.121
B -0.098 -0.973 0.537
C -1.229 -0.066 -0.067
C 0.084 0.619 0.047
H 2.198 -0.250 0.429
H 1.512 -0.563 -1.200
H -1.845 -0.189 -0.991
H -1.869 0.208 0.804
H 0.030 1.554 0.561
*
```

Values from the calculation:
ΔE to the lowest compared entry with this formula, charge and spin (kcal/mol): 56.7
SMILES string: C1B2CC12
E_HOMO (spin up / spin down) (eV): -7.62 / -7.62


No. 4
Density functional theory data (wB97M-V/def2-TZVPD) for a molecular structure, C51H49ClN6O10Zr at a distorted geometry.

Geometry as ORCA input:
```
! wB97M-V def2-TZVPD RIJCOSX def2/J DEFGRID3
* xyz 0 1
Zr -1.266 -0.090 -0.623
O -4.406 -2.871 3.620
C -3.239 -2.580 4.162
O -2.952 -2.911 5.285
C -2.256 -1.826 3.314
C -1.055 -1.321 3.781
Cl -0.339 -1.486 5.309
N -0.412 -0.707 2.767
N -1.129 -0.836 1.636
C -2.255 -1.461 1.950
C -3.333 -1.589 0.890
O -4.431 -2.033 1.208
O -3.011 -1.215 -0.290
C 0.675 0.241 2.797
C 1.494 0.328 1.691
C 2.479 1.297 1.626
C 2.654 2.178 2.684
C 1.829 2.078 3.797
C 0.830 1.118 3.860
H -4.475 -2.527 2.682
H 1.383 -0.366 0.881
H 3.108 1.350 0.744
H 3.419 2.942 2.639
H 1.945 2.769 4.622
H 0.161 1.090 4.708
C 0.882 -4.439 2.449
O 2.106 -4.288 1.715
C 2.310 -5.217 0.727
C 3.382 -6.086 0.876
C 3.627 -7.079 -0.054
C 2.777 -7.216 -1.145
C 1.727 -6.332 -1.313
C 1.494 -5.297 -0.405
N 0.377 -4.457 -0.639
C 0.285 -3.091 -0.652
N 1.394 -2.382 -0.316
C 1.816 -1.302 -1.159
C 0.917 -0.379 -1.668
C 1.501 0.530 -2.571
C 2.852 0.568 -2.862
C 3.728 -0.330 -2.255
C 3.195 -1.282 -1.413
O 3.945 -2.235 -0.767
C 5.043 -2.772 -1.494
N -0.814 -2.477 -1.010
C -1.898 -3.316 -1.435
C -2.281 -3.263 -2.766
C -3.342 -4.019 -3.246
C -4.029 -4.847 -2.378
C -3.671 -4.908 -1.035
C -2.617 -4.138 -0.558
O -2.245 -4.078 0.749
C -2.949 -4.886 1.684
H 0.860 -3.629 3.174
H 0.877 -5.397 2.972
H 0.007 -4.372 1.800
H 4.001 -5.973 1.758
H 4.462 -7.754 0.082
H 2.935 -8.003 -1.870
H 1.077 -6.416 -2.178
H -0.378 -4.900 -1.144
H 2.167 -2.928 0.021
H 0.881 1.250 -3.094
H 3.236 1.312 -3.551
H 4.792 -0.294 -2.450
H 5.385 -3.644 -0.942
H 5.864 -2.057 -1.570
H 4.733 -3.070 -2.497
H -1.728 -2.603 -3.424
H -3.623 -3.960 -4.289
H -4.860 -5.443 -2.732
H -4.233 -5.539 -0.362
H -2.519 -4.665 2.657
H -2.818 -5.948 1.460
H -4.012 -4.638 1.703
C 1.384 8.365 1.629
C 1.994 7.151 0.975
C 3.368 6.952 1.033
C 3.957 5.841 0.446
C 3.165 4.928 -0.229
C 1.788 5.114 -0.294
N 1.016 4.115 -0.951
C 0.194 4.332 -2.023
C 0.271 5.536 -2.748
C -0.524 5.748 -3.852
C -1.425 4.776 -4.299
C -1.503 3.588 -3.609
C -0.717 3.351 -2.475
C -0.847 2.068 -1.794
O -1.552 1.094 -2.305
O -0.272 1.834 -0.699
C 1.180 6.213 0.323
C -0.318 6.379 0.317
H 2.161 9.030 2.004
H 0.745 8.088 2.470
H 0.764 8.928 0.927
H 3.985 7.678 1.552
H 5.029 5.698 0.500
H 3.596 4.065 -0.724
H 0.957 3.208 -0.514
H 0.978 6.290 -2.427
H -0.439 6.686 -4.388
H -2.040 4.952 -5.171
H -2.181 2.805 -3.924
H -0.819 5.424 0.170
H -0.646 7.050 -0.482
H -0.665 6.801 1.260
C -4.162 2.626 1.169
C -3.425 2.029 -0.020
C -4.453 1.375 -0.942
O -2.411 1.163 0.455
H -4.922 3.339 0.841
H -3.459 3.139 1.829
H -4.647 1.828 1.736
H -2.962 2.857 -0.576
H -5.036 0.629 -0.399
H -4.011 0.892 -1.810
H -5.132 2.149 -1.308
*
```

Values from the calculation:
ΔE to the lowest compared entry with this formula, charge and spin (kcal/mol): 18.2
E_HOMO (eV): -7.88


No. 5
Density functional theory data (wB97M-V/def2-TZVPD) for a molecular structure, C25H25NOTc at a distorted geometry.

Geometry as ORCA input:
```
! wB97M-V def2-TZVPD RIJCOSX def2/J DEFGRID3
* xyz 0 2
Tc 0.863 -0.092 0.943
C 1.041 -2.380 0.419
C 2.373 -2.033 0.682
C 2.766 -1.044 -0.250
C 1.711 -0.843 -1.185
C 0.607 -1.626 -0.729
C -0.770 -1.754 -1.300
C 2.007 -0.070 -2.448
C 4.109 -0.383 -0.271
C 3.229 -2.490 1.805
C 0.186 -3.351 1.174
H -1.451 -1.855 -0.449
H -0.875 -2.669 -1.892
H -2.046 -1.997 -3.328
H 2.247 0.972 -2.234
H 1.229 -0.090 -3.203
H 2.888 -0.514 -2.919
H 4.147 0.447 0.436
H 4.354 0.006 -1.258
H 4.888 -1.092 0.015
H 3.520 -1.629 2.411
H 4.131 -2.976 1.426
H 2.710 -3.188 2.457
H 0.718 -3.752 2.034
H -0.109 -4.190 0.539
H -0.723 -2.876 1.545
C 0.450 3.217 3.935
C -0.706 3.895 3.566
C -1.424 3.453 2.475
C -0.973 2.355 1.730
C 0.202 1.676 2.064
C 0.880 2.127 3.199
C -1.769 1.814 0.621
C -3.087 2.232 0.396
C -3.820 1.682 -0.624
C -3.221 0.756 -1.468
C -3.853 0.363 -2.746
C -3.179 -0.269 -3.700
C -1.880 -0.926 -3.410
C -1.174 -0.526 -2.133
C -1.899 0.400 -1.202
N -1.196 0.863 -0.145
H 1.016 3.541 4.800
H -1.050 4.750 4.134
H -2.332 3.976 2.208
H 1.773 1.600 3.509
H -3.531 2.973 1.040
H -4.841 2.000 -0.802
H -4.815 0.814 -2.964
H -3.531 -0.222 -4.724
H -1.205 -0.809 -4.261
H -0.258 0.009 -2.331
O 1.673 -0.277 2.412
*
```

Values from the calculation:
ΔE to the lowest compared entry with this formula, charge and spin (kcal/mol): 45.9
E_HOMO (spin up / spin down) (eV): -7.19 / -7.29
⟨S²⟩: 0.7602


No. 6
Density functional theory data (wB97M-V/def2-TZVPD) for 2 unconnected molecules or ions with the total composition C16H39BBr2IN3O2P at a distorted geometry.

Geometry as ORCA input:
```
! wB97M-V def2-TZVPD RIJCOSX def2/J DEFGRID3
* xyz -1 1
C 2.085 -1.533 2.118
C 0.631 -1.367 2.720
C -0.288 -2.626 2.427
C -1.270 -2.213 1.236
O -2.270 -1.396 1.826
B -3.467 -1.181 0.988
Br -3.153 -1.352 -1.008
C -3.955 0.374 1.235
Br -3.634 1.001 3.124
C -5.415 0.699 0.724
C -6.529 0.671 1.846
C -4.590 -2.321 1.415
I -4.667 -3.811 -0.220
C -4.238 -3.143 2.718
C -5.575 -3.922 3.164
H 2.462 -2.546 2.408
H 2.740 -0.750 2.585
H 2.084 -1.408 1.007
H 0.173 -0.484 2.191
H 0.635 -1.084 3.808
H -0.897 -2.888 3.331
H 0.371 -3.487 2.127
H -1.644 -3.173 0.800
H -0.633 -1.614 0.530
H -3.259 1.011 0.620
H -5.668 0.013 -0.123
H -5.405 1.737 0.290
H -6.276 0.033 2.724
H -7.501 0.273 1.433
H -6.718 1.723 2.194
H -5.638 -1.947 1.519
H -3.899 -2.512 3.573
H -3.485 -3.929 2.438
H -6.383 -3.788 2.394
H -5.930 -3.418 4.098
H -5.416 -5.019 3.290
O 2.904 1.214 -0.147
P 3.098 1.286 -1.671
N 4.826 1.349 -1.578
C 5.757 2.171 -2.320
C 5.462 0.103 -1.147
N 2.381 2.881 -1.784
C 3.178 4.096 -1.846
C 1.328 3.139 -0.787
N 3.124 1.184 -3.425
C 3.623 -0.053 -4.015
C 2.893 2.218 -4.410
H 5.847 1.887 -3.378
H 6.759 2.106 -1.888
H 5.523 3.230 -2.266
H 5.450 -0.655 -1.939
H 4.950 -0.312 -0.276
H 6.501 0.257 -0.846
H 3.841 4.204 -0.978
H 2.533 4.978 -1.890
H 3.764 4.158 -2.762
H 1.752 3.382 0.195
H 0.670 2.279 -0.673
H 0.706 3.984 -1.094
H 4.706 0.002 -4.208
H 3.133 -0.284 -4.963
H 3.442 -0.900 -3.351
H 3.784 2.835 -4.558
H 2.044 2.852 -4.160
H 2.642 1.789 -5.386
*
```

Values from the calculation:
E_HOMO (eV): -4.33


No. 7
Density functional theory data (wB97M-V/def2-TZVPD) for a molecular structure, C18H18ClF5N2NiOS2Se4Te.

Geometry as ORCA input:
```
! wB97M-V def2-TZVPD RIJCOSX def2/J DEFGRID3
* xyz -2 1
Ni 0.038 -0.453 -0.148
Se 0.243 -0.537 2.356
Se -2.066 -0.199 2.643
Te -2.036 0.938 0.369
Se -4.247 0.431 -0.596
N -0.312 -2.893 -2.754
C -1.349 -2.500 -1.977
N -2.423 -2.026 -2.604
S -1.310 -2.699 -0.280
H -0.309 -2.549 -3.704
H 0.598 -2.869 -2.311
H -2.311 -1.611 -3.520
H -3.149 -1.598 -2.024
F 6.252 5.791 -2.066
C 5.352 5.017 -1.424
C 4.118 5.516 -1.070
F 3.818 6.793 -1.384
C 3.206 4.718 -0.403
F 2.034 5.297 -0.104
C 3.459 3.390 -0.037
Se 2.214 2.312 0.923
C 4.720 2.935 -0.433
F 5.105 1.674 -0.160
C 5.647 3.712 -1.102
F 6.852 3.209 -1.444
Cl 1.673 -0.786 -4.395
C 0.076 -0.083 -4.305
C -0.725 -0.214 -5.437
C -1.993 0.347 -5.468
C -2.417 1.072 -4.356
C -1.603 1.184 -3.245
C -0.336 0.577 -3.139
C 0.424 0.675 -1.880
H -0.339 -0.760 -6.289
H -2.619 0.244 -6.347
H -3.395 1.542 -4.343
H -1.965 1.752 -2.398
H 0.286 1.641 -1.410
H 1.483 0.484 -2.009
O 2.359 -2.129 -1.631
S 1.929 -1.701 -0.247
C 1.869 -3.253 0.673
C 3.345 -3.586 0.862
C 3.946 -2.306 1.450
C 3.419 -1.133 0.609
H 1.295 -3.942 0.063
H 1.350 -3.071 1.615
H 3.789 -3.794 -0.114
H 3.494 -4.459 1.500
H 5.037 -2.326 1.460
H 3.603 -2.188 2.478
H 4.077 -0.831 -0.203
H 3.163 -0.240 1.181
*
```

Values from the calculation:
ΔE to the lowest compared entry with this formula, charge and spin (kcal/mol): 15.7
E_HOMO (spin up / spin down) (eV): -1.46 / -1.47


No. 8
Density functional theory data (wB97M-V/def2-TZVPD) for 6 unconnected molecules or ions with the total composition CH15NO6 at a distorted geometry.

Geometry as ORCA input:
```
! wB97M-V def2-TZVPD RIJCOSX def2/J DEFGRID3
* xyz 0 1
N 1.397 1.225 -0.862
C 0.537 1.804 0.084
O -0.234 0.847 0.816
H 2.348 1.219 -0.690
H 1.135 0.359 -1.286
H 0.957 2.495 0.819
H -0.160 2.437 -0.430
H 0.021 -0.050 0.543
O -1.559 2.572 3.537
H -1.486 2.065 2.730
H -1.432 2.070 4.345
O 4.053 -3.372 -2.077
H 4.117 -2.747 -1.373
H 4.844 -3.857 -2.320
O -2.827 0.045 0.542
H -3.556 0.584 0.882
H -1.976 0.476 0.756
O 0.511 -1.563 -0.661
H 0.211 -2.061 0.113
H -0.318 -1.332 -1.137
O -1.894 -1.073 -1.673
H -2.245 -0.306 -1.182
H -2.444 -1.837 -1.475
*
```

Values from the calculation:
ΔE to the lowest compared entry with this formula, charge and spin (kcal/mol): 34.3
SMILES string: NCO.O.O.O.O.O
E_HOMO (eV): -9.30